[1]
{"formula": "C15H36IrNO2P2Si", "method": "the ωB97M-V functional and the def2-TZVPD basis", "total_charge": 1, "multiplicity": 6, "total_energy_ha": -1874.3686, "homo_ha": [-0.27977, -0.45344], "s_squared": 8.7917, "species": ["C", "C", "N", "C", "C", "C", "C", "P", "Ir", "P", "C", "O", "O", "H", "H", "H", "C", "C", "H", "H", "H", "H", "C", "C", "H", "H", "H", "H", "H", "H", "H", "H", "H", "H", "H", "H", "H", "H", "H", "H", "H", "H", "C", "Si", "C", "C", "C", "H", "H", "H", "H", "H", "H", "H", "H", "H", "H", "H"], "coordinates": [[-0.7684, 0.9234, -4.3061], [-0.9152, 0.5932, -2.9242], [0.0810, 1.0093, -2.0456], [0.8936, 2.0219, -2.3584], [0.8623, 2.5479, -3.6579], [0.0505, 1.9780, -4.6507], [-2.0525, -0.0557, -2.4177], [-1.9855, -0.5493, -0.6619], [0.1005, 0.2690, -0.0536], [2.0827, 1.3975, 0.0798], [1.8035, 2.5620, -1.2645], [-0.3011, -3.6264, -4.2553], [0.7197, -4.5137, -0.5675], [-1.3567, 0.3610, -5.0288], [1.5408, 3.3905, -3.8276], [0.1357, 2.3335, -5.6712], [-3.3688, 0.5804, -0.2456], [-2.6050, -2.2361, -0.2209], [2.7679, 2.8567, -1.6866], [1.3641, 3.4707, -0.8236], [-0.9925, -3.0654, -3.8910], [-2.8192, -0.4070, -3.1066], [2.4388, 2.3985, 1.5424], [3.5733, 0.4605, -0.3783], [0.8600, -1.0919, -0.4944], [1.6351, -4.1035, -0.5111], [0.4738, -4.2527, -1.4423], [0.3944, -2.9883, -4.5306], [-0.6148, 1.4427, 0.8816], [1.5534, -0.6444, -0.6525], [-4.2381, 0.2364, -0.8234], [-3.6146, 0.6500, 0.8153], [-3.0716, 1.5740, -0.6088], [-3.4347, -2.5195, -0.8980], [-1.7644, -2.9564, -0.2751], [-2.9960, -2.2365, 0.8112], [4.3782, 1.1858, -0.5588], [3.8638, -0.2259, 0.4281], [3.3782, -0.1161, -1.2918], [3.2689, 3.0791, 1.2900], [1.5427, 2.9782, 1.8129], [2.7106, 1.7714, 2.4027], [-1.9389, 0.5802, 3.1416], [-0.3333, -0.3734, 3.3341], [0.9919, 0.7042, 4.1172], [-0.6204, -1.8678, 4.4641], [0.2624, -0.9695, 1.5995], [-2.2803, 0.8724, 4.1450], [-2.7192, -0.0307, 2.6687], [-1.8128, 1.4950, 2.5478], [0.8046, 0.7049, 5.2001], [2.0077, 0.3167, 3.9552], [0.9519, 1.7442, 3.7678], [-1.4650, -2.4802, 4.1115], [0.2681, -2.5144, 4.5275], [-0.8553, -1.4970, 5.4754], [1.3410, -1.2107, 1.6786], [-0.1770, -1.9572, 1.3318]], "nbo_charge": [-0.199, 0.127, -0.575, 0.093, -0.147, -0.302, -0.494, 1.030, 0.621, 1.138, -0.777, -0.934, -0.935, 0.221, 0.225, 0.233, -0.931, -0.937, 0.254, 0.260, 0.463, 0.244, -0.962, -0.974, 0.065, 0.466, 0.472, 0.473, -0.261, -0.010, 0.241, 0.250, 0.260, 0.265, 0.268, 0.265, 0.262, 0.260, 0.264, 0.260, 0.272, 0.266, -1.131, 1.666, -1.126, -1.104, -1.109, 0.254, 0.227, 0.253, 0.261, 0.234, 0.239, 0.244, 0.248, 0.253, 0.239, 0.269]}

[2]
{"formula": "C15H36O10S5", "method": "the ωB97M-V functional and the def2-TZVPD basis", "relative_energy_kj_mol": 339.14, "total_energy_ha": -3336.2133, "homo_ha": -0.29328, "species": ["O", "C", "O", "C", "C", "C", "O", "C", "O", "O", "H", "H", "H", "H", "H", "H", "C", "S", "O", "C", "H", "H", "H", "H", "H", "H", "C", "S", "O", "C", "H", "H", "H", "H", "H", "H", "C", "S", "O", "C", "H", "H", "H", "H", "H", "H", "C", "S", "O", "C", "H", "H", "H", "H", "H", "H", "C", "S", "O", "C", "H", "H", "H", "H", "H", "H"], "coordinates": [[9.0339, -1.6090, 0.3650], [8.2604, -0.6354, 0.3899], [8.5414, 0.4435, 1.2712], [6.9043, -0.5488, -0.4944], [5.6840, -0.6461, 0.5489], [4.4652, 0.1101, -0.1792], [3.4493, -0.9420, -0.0643], [4.2477, -2.1132, -0.3858], [4.1228, -2.9045, -1.3261], [5.2652, -2.0458, 0.6759], [8.1099, 1.2271, 0.8459], [6.9409, 0.4708, -1.0370], [6.8562, -1.3976, -1.2650], [5.9511, -0.3775, 1.6203], [4.5976, 0.1560, -1.3213], [4.2570, 1.1063, 0.3247], [0.5572, -0.6229, 3.5522], [0.8869, -1.1267, 1.8496], [2.1009, -0.3862, 1.3917], [-0.5557, -0.3087, 1.1373], [1.3642, -0.9960, 4.1843], [0.5184, 0.4661, 3.6168], [-0.3897, -1.0536, 3.8828], [-0.5240, 0.7600, 1.3565], [-1.4646, -0.7489, 1.5480], [-0.5392, -0.4576, 0.0569], [-5.4026, 1.5552, -0.4288], [-4.4546, 0.0184, -0.4229], [-3.5133, 0.0777, 0.7378], [-3.5005, 0.3821, -1.9110], [-6.0509, 1.5653, 0.4481], [-4.7255, 2.4106, -0.3890], [-6.0149, 1.6022, -1.3308], [-2.9425, 1.3111, -1.7780], [-4.1752, 0.4676, -2.7644], [-2.8032, -0.4368, -2.0837], [-8.0360, 4.0236, 1.8906], [-9.1886, 4.4592, 0.5702], [-8.7775, 3.7024, -0.6503], [-8.6091, 6.1583, 0.3750], [-8.1915, 2.9764, 2.1529], [-7.0086, 4.1635, 1.5493], [-8.2305, 4.6479, 2.7644], [-7.5454, 6.1631, 0.1297], [-8.7842, 6.7112, 1.2995], [-9.1703, 6.6233, -0.4361], [-2.0656, 0.8151, -6.0578], [-0.8238, -0.1421, -5.1616], [-1.4477, -0.5982, -3.8831], [0.2438, 1.2608, -4.7719], [-2.8636, 0.1399, -6.3688], [-2.4783, 1.5900, -5.4090], [-1.6097, 1.2668, -6.9405], [-0.3146, 2.0074, -4.2042], [0.6228, 1.6979, -5.6973], [1.0809, 0.9012, -4.1725], [3.8725, -6.1774, 4.1025], [4.1694, -4.4846, 3.5471], [3.0099, -3.6573, 4.0026], [3.9420, -4.8249, 1.7869], [3.9295, -6.1985, 5.1914], [2.8810, -6.5050, 3.7847], [4.6375, -6.8359, 3.6875], [2.9465, -5.2382, 1.6139], [4.7049, -5.5292, 1.4507], [4.0462, -3.8896, 1.2323]], "nbo_charge": [-0.547, 0.778, -0.688, -0.547, 0.052, -0.106, -0.487, 0.973, -0.535, -0.535, 0.476, 0.219, 0.273, 0.233, 0.187, 0.234, -0.827, 1.250, -0.992, -0.825, 0.251, 0.220, 0.226, 0.222, 0.256, 0.235, -0.827, 1.243, -1.003, -0.828, 0.234, 0.223, 0.238, 0.221, 0.225, 0.272, -0.831, 1.246, -0.982, -0.830, 0.242, 0.229, 0.229, 0.229, 0.228, 0.242, -0.831, 1.255, -0.992, -0.830, 0.242, 0.227, 0.230, 0.228, 0.228, 0.245, -0.829, 1.247, -0.989, -0.821, 0.238, 0.229, 0.227, 0.228, 0.229, 0.241]}

[3]
{"formula": "C15H37BN2O5PS", "method": "the ωB97M-V functional and the def2-TZVPD basis", "total_charge": 1, "total_energy_ha": -1843.5486, "homo_ha": -0.42802, "species": ["C", "C", "S", "C", "C", "C", "O", "C", "P", "N", "C", "N", "B", "O", "C", "C", "H", "H", "H", "H", "H", "H", "H", "H", "H", "H", "H", "H", "H", "H", "H", "H", "H", "H", "H", "H", "H", "H", "H", "C", "O", "C", "C", "O", "C", "C", "O", "C", "H", "H", "H", "H", "H", "H", "H", "H", "H", "H", "H", "H", "H", "H"], "coordinates": [[-3.6642, 4.1204, -0.0420], [-2.8491, 4.2651, -1.3285], [-3.2131, 3.0535, -2.6413], [-1.9473, 1.7842, -2.3901], [-2.3340, 0.5409, -1.5599], [-3.6997, 0.5955, -0.8911], [-3.8494, -0.4255, 0.0888], [-3.0522, -1.5710, -0.0896], [-3.4540, -2.7362, 1.2925], [-2.5289, -3.9381, 1.5549], [-1.5528, -1.2315, -0.0677], [-1.3253, 0.2105, -0.4536], [-1.2854, 1.2611, 0.7390], [-0.5111, 2.3351, 0.5298], [-2.0661, 1.0480, 2.0571], [-1.7021, 2.0367, 3.1737], [-3.0999, 3.5884, 0.7281], [-3.9220, 5.1000, 0.3616], [-4.6005, 3.5865, -0.2107], [-1.7799, 4.2021, -1.1201], [-3.0105, 5.2331, -1.8004], [-1.6469, 1.4525, -3.3841], [-1.0758, 2.2804, -1.9634], [-2.2824, -0.3362, -2.2088], [-3.8248, 1.5499, -0.3755], [-4.4823, 0.5302, -1.6503], [-3.3056, -2.0924, -1.0221], [-4.8157, -2.9784, 1.0285], [-3.5745, -1.8035, 2.3411], [-1.8110, -4.2183, 0.9067], [-1.0850, -1.4086, 0.9002], [-1.0161, -1.8339, -0.8017], [-0.3994, 0.2175, -0.8882], [0.0752, 2.4071, -0.2243], [-3.1383, 1.1015, 1.8283], [-1.9351, 0.0129, 2.3923], [-1.9525, 1.6285, 4.1514], [-2.2467, 2.9738, 3.0574], [-0.6399, 2.2806, 3.1732], [1.4700, -1.3945, -2.5014], [2.3881, -1.0370, -1.5042], [1.9530, -1.3389, -0.1969], [3.1115, -1.5093, 0.7652], [3.7860, -2.7324, 0.5889], [4.8396, -2.7537, -0.3707], [6.1454, -2.1964, 0.1465], [6.0787, -0.7867, 0.2330], [7.0937, -0.2420, 1.0500], [0.5423, -0.7926, -2.4452], [1.9298, -1.1967, -3.4665], [1.1921, -2.4523, -2.4402], [1.3496, -2.2564, -0.1936], [1.3253, -0.5049, 0.1798], [2.6831, -1.5447, 1.7704], [3.7859, -0.6532, 0.6984], [4.5495, -2.2349, -1.2869], [4.9924, -3.8091, -0.5983], [6.9448, -2.4993, -0.5436], [6.3668, -2.6296, 1.1295], [7.0603, -0.6664, 2.0591], [6.9269, 0.8316, 1.1041], [8.0895, -0.4232, 0.6314]], "nbo_charge": [-0.633, -0.527, 0.239, -0.571, -0.070, -0.093, -0.529, -0.243, 1.368, -1.294, -0.248, -0.642, 1.211, -0.873, -0.864, -0.594, 0.200, 0.239, 0.219, 0.212, 0.246, 0.258, 0.212, 0.221, 0.215, 0.225, 0.207, -0.061, -0.069, 0.396, 0.243, 0.235, 0.442, 0.510, 0.278, 0.252, 0.229, 0.218, 0.217, -0.233, -0.538, -0.065, -0.097, -0.533, -0.091, -0.093, -0.553, -0.248, 0.106, 0.219, 0.180, 0.171, 0.115, 0.190, 0.211, 0.188, 0.199, 0.176, 0.177, 0.169, 0.194, 0.173]}

[4]
{"formula": "C15H37Cl2O15S4Tl", "method": "the ωB97M-V functional and the def2-TZVPD basis", "total_charge": 1, "multiplicity": 2, "total_energy_ha": -4407.5457, "homo_ha": [-0.47327, -0.47326], "s_squared": 0.7590, "species": ["Tl", "O", "C", "O", "O", "H", "Cl", "C", "C", "Cl", "H", "H", "H", "H", "O", "S", "O", "O", "C", "C", "C", "H", "H", "H", "H", "H", "H", "H", "H", "O", "S", "O", "O", "C", "C", "C", "H", "H", "H", "H", "H", "H", "H", "H", "O", "S", "O", "O", "C", "C", "C", "H", "H", "H", "H", "H", "H", "H", "H", "O", "S", "O", "O", "C", "C", "C", "H", "H", "H", "H", "H", "H", "H", "H"], "coordinates": [[-0.5244, -2.4321, 3.6955], [0.5860, 0.2310, -0.0465], [0.1780, -0.5788, 0.8579], [0.6906, -1.6711, 1.0735], [-0.7710, -0.2520, 1.6188], [0.0232, 0.9814, 0.1582], [4.7055, -2.9549, -1.3838], [3.3734, -1.8034, -1.0336], [3.5034, -0.3999, -1.7201], [5.1379, 0.2481, -1.2925], [3.4147, -1.6496, 0.0447], [2.4402, -2.3190, -1.2603], [2.6716, 0.2448, -1.4363], [3.4946, -0.5865, -2.7940], [2.3547, 3.6525, -1.7279], [1.2024, 3.8566, -2.6822], [0.1163, 4.6197, -2.1582], [1.8202, 4.6685, -4.0640], [1.0285, 4.8614, -5.1549], [1.5074, 4.0216, -6.3568], [0.6257, 2.0638, -3.2877], [1.2729, 5.8739, -5.4762], [-0.0337, 4.6783, -4.9925], [1.1804, 2.9842, -6.2857], [2.5871, 4.0192, -6.5065], [1.1393, 4.5388, -7.2429], [-0.3711, 2.1354, -3.7228], [0.6742, 1.5196, -2.3445], [1.3841, 1.7227, -3.9923], [1.5625, 2.4953, 5.2255], [1.9503, 1.2280, 4.7083], [0.9021, 0.2065, 4.4862], [2.7955, 1.3542, 3.2683], [2.6871, 2.5943, 2.6130], [3.5489, 2.3410, 1.3425], [3.2215, 0.3718, 5.7523], [3.1451, 3.4120, 3.1695], [1.6219, 2.7536, 2.4458], [3.3550, 3.1378, 0.6244], [3.1253, 1.4775, 0.8297], [4.5893, 2.4063, 1.6611], [2.9233, 0.5107, 6.7915], [4.1658, 0.9090, 5.6643], [3.3555, -0.6987, 5.5968], [-1.0164, -4.1869, 1.4856], [-0.6700, -4.6969, 0.1470], [-1.3095, -5.9117, -0.2795], [-1.1087, -3.4498, -0.8835], [-1.0837, -3.5883, -2.3250], [-0.5339, -2.1774, -2.7825], [1.1912, -4.7034, -0.2366], [-2.1048, -3.7103, -2.6863], [-0.5157, -4.4286, -2.7242], [-0.7481, -1.9422, -3.8251], [0.5497, -2.1480, -2.6679], [-0.9094, -1.4154, -2.0996], [1.6194, -5.4856, 0.3903], [1.4542, -3.7859, 0.2897], [1.3652, -4.6683, -1.3120], [-3.0148, -1.9757, 2.4978], [-4.2223, -1.4304, 1.9001], [-4.8877, -2.1717, 0.8506], [-5.3251, -1.0974, 3.1245], [-6.5885, -0.6003, 2.6709], [-7.6576, -1.0944, 3.6531], [-3.9640, 0.2757, 1.1600], [-6.7368, -0.9648, 1.6544], [-6.7081, 0.4828, 2.6449], [-7.6580, -0.6996, 4.6691], [-7.6833, -2.1826, 3.7106], [-8.5593, -0.7865, 3.1237], [-3.5624, 0.9058, 1.9536], [-4.8472, 0.7620, 0.7458], [-3.1259, 0.1020, 0.4851]], "lowdin_spin": [-0.009, 0.017, 0.022, 0.438, 0.521, 0.003, 0.001, 0.002, 0.000, 0.000, 0.001, 0.001, 0.000, 0.000, 0.000, 0.000, 0.000, 0.000, 0.000, 0.000, 0.000, 0.000, 0.000, 0.000, 0.000, 0.000, 0.000, 0.000, 0.000, 0.000, 0.000, 0.000, 0.000, 0.000, 0.000, 0.000, 0.000, 0.000, 0.000, 0.000, 0.000, 0.000, 0.000, 0.000, 0.000, 0.000, 0.000, 0.000, 0.000, 0.000, 0.001, 0.000, 0.000, 0.000, 0.000, 0.000, 0.000, 0.001, 0.000, 0.000, 0.000, 0.000, 0.000, 0.000, 0.000, 0.001, 0.000, 0.000, 0.000, 0.000, 0.000, 0.000, 0.000, 0.000]}